# 1
C6H12I2N3 | the ωB97M-V functional and the def2-TZVPD basis

Computed properties:
Calculated total energy in eV: -27078.105
Charge: +1
Orbital gap in eV: 7.6
SMILES: CC(C)N1N=C(I)[C@@H]([NH3+])[C@@H]1I

```
23
Properties=species:S:1:pos:R:3:lowdin_charge:R:1
N 1.46 -0.12 0.68 0.045
H 1.61 1.76 -2.91 0.131
C 1.86 1.47 -1.06 -0.275
C -1.52 -1.26 0.52 0.000
H 3.03 0.77 -2.71 0.123
H -1.31 -0.30 3.14 0.101
I 4.46 -0.01 0.21 0.975
H -1.68 0.85 0.84 0.096
N 0.33 0.40 0.32 -0.240
H -1.28 -1.10 -0.47 0.030
H 0.19 -0.73 2.48 0.050
C 0.40 1.35 -0.74 -0.526
H 2.45 2.41 -0.90 0.133
H 0.03 0.86 2.89 0.082
H 1.52 0.00 -2.64 0.258
H -0.38 1.07 -1.40 0.095
N 2.08 0.99 -2.53 0.219
C -0.51 0.03 2.50 -0.064
C 2.46 0.30 0.06 -0.799
H -1.19 -2.18 1.06 0.107
H -2.57 -1.29 0.60 0.060
I -0.31 3.31 0.28 0.788
C -0.90 0.11 1.09 -0.389
```

=====

# 2
C24H34N2O3 | the ωB97M-V functional and the def2-TZVPD basis

Computed properties:
Calculated total energy in eV: -34563.089
Charge: 0
Orbital gap in eV: 9.1
SMILES: CCCCN(CCCC)C[C@H](O)COc1ccccc1C(=O)Nc1ccccc1

```
63
Properties=species:S:1:pos:R:3:lowdin_charge:R:1
C -0.78 5.80 -1.50 -0.111
N 0.48 1.60 -0.85 -0.184
H 0.82 1.10 1.13 0.122
H -1.46 2.16 -0.46 0.083
C -2.51 -0.59 -1.64 -0.118
H -3.54 -0.30 -1.85 0.125
H -0.75 6.53 -0.69 0.068
H -1.62 1.04 -2.69 0.144
H -4.07 0.77 4.08 0.102
C -4.49 0.50 2.00 -0.065
H 3.25 -4.67 2.43 0.107
C 0.13 4.62 -1.19 -0.271
C 2.48 -4.55 1.68 -0.092
C 0.11 3.58 -2.31 -0.197
H -0.47 6.29 -2.42 0.071
O 0.06 -1.31 2.80 0.059
H 3.39 1.14 0.87 0.114
H -2.17 -1.28 -2.41 0.137
H 3.84 -2.49 0.38 0.051
H 1.15 4.97 -1.04 0.110
H 3.13 1.00 -0.86 0.107
H 1.98 -1.17 -0.54 0.097
O -2.41 -1.32 -0.43 -0.080
C -3.74 0.35 3.15 -0.076
O -2.21 1.64 -0.81 -0.018
N -0.64 -2.66 1.09 0.155
H 1.61 2.57 0.56 0.114
H 2.00 2.71 -1.78 0.117
C 1.56 -5.13 -0.45 -0.089
C 0.52 -4.26 -0.24 -0.029
C 0.98 2.36 -1.99 -0.184
H 1.39 -3.10 2.81 0.105
H -4.65 0.10 -0.09 0.115
C 2.58 -0.74 0.27 -0.265
H -0.91 3.27 -2.49 0.099
C -0.79 -1.63 1.98 -0.421
C -4.06 -0.04 0.80 -0.011
H -0.19 4.15 -0.26 0.100
H 4.55 -1.04 1.10 0.074
H 0.49 4.04 -3.23 0.116
H 2.07 -0.96 1.21 0.091
C 1.44 -3.67 1.90 -0.025
C -0.19 0.37 -1.19 -0.129
H 4.47 -1.21 -0.65 0.073
H 1.61 -5.70 -1.37 0.102
H -1.81 5.46 -1.62 0.072
H 0.32 -0.21 -1.98 0.134
H -5.43 1.04 2.03 0.107
C 2.70 0.77 0.11 -0.181
C -2.55 -0.35 3.09 -0.013
C 3.94 -1.41 0.28 -0.097
H -1.93 -0.47 3.97 0.118
C -1.63 0.67 -1.65 -0.331
C -2.10 -0.92 1.90 -0.057
H -0.25 -0.25 -0.29 0.111
C -2.86 -0.74 0.73 -0.206
H -0.25 -4.14 -0.99 0.111
C 1.38 1.54 0.29 -0.176
H 3.37 -5.97 0.34 0.099
C 2.55 -5.29 0.51 -0.105
C 0.45 -3.51 0.93 -0.227
H -1.36 -2.74 0.38 0.128
H 1.03 1.71 -2.88 0.121
```

=====

# 3
C44H72BBrCl2N4OP2SbZr | the ωB97M-V functional and the def2-TZVPD basis

Computed properties:
Calculated total energy in eV: -176961.887
Charge: +1
Orbital gap in eV: 7.2

```
129
Properties=species:S:1:pos:R:3:lowdin_charge:R:1
H -1.39 4.07 -1.02 0.070
H 0.57 3.64 -6.56 0.102
H 0.57 -1.56 5.29 0.058
Cl 0.28 -3.70 0.39 0.715
H -3.32 -3.40 -3.05 0.097
H 5.24 1.70 -1.16 0.133
C -1.08 3.13 -0.58 -0.301
H 4.24 -0.04 5.03 0.055
H -3.59 -5.20 2.91 0.110
C -2.10 -1.25 -4.16 -0.072
C 1.04 -3.39 -3.48 -0.677
C -2.71 3.45 1.73 -0.701
C 2.02 2.26 0.79 -0.123
H -0.39 3.39 0.22 0.055
C 0.54 -2.47 4.70 -0.116
H 3.03 -4.07 -3.85 0.096
H -2.05 -0.39 -1.45 0.017
Cl -3.11 -0.40 2.98 0.737
C -2.23 -3.46 -2.99 -0.088
C -3.36 -3.07 2.92 -0.102
H -1.99 -4.03 -2.09 0.076
C 4.34 1.88 -0.60 -0.011
H 4.76 4.89 0.26 0.131
H 1.09 2.37 1.32 0.089
H 6.21 -2.91 3.48 0.085
H 3.17 1.10 3.10 0.065
H 1.06 -2.48 -5.48 0.081
H 0.55 0.48 4.55 0.070
H -4.24 -2.89 3.53 0.108
C 0.76 -0.53 -3.63 -0.333
C 2.56 0.43 3.71 -0.558
H -0.77 4.96 -2.71 0.103
C 4.62 -1.90 2.43 -0.562
C 3.21 0.29 5.08 -0.124
C 0.71 -3.39 -4.98 -0.074
H 6.49 -0.93 1.97 0.087
H 2.68 4.25 1.17 0.133
H -1.85 -0.19 -4.09 0.078
C 0.35 3.42 -5.53 -0.093
C -2.40 -1.39 -1.68 -0.117
H 4.67 -2.55 1.55 0.069
H 1.03 -4.84 -1.85 0.029
C 5.45 -0.65 2.17 -0.149
H 0.59 0.94 2.88 0.020
H -1.56 -5.56 1.50 0.111
N -0.42 2.32 -1.60 -0.014
Zr 0.69 -0.85 0.01 1.016
H 2.67 -2.70 4.84 0.073
H 2.66 -0.41 5.71 0.071
H 1.84 -0.60 -3.77 0.075
Sb 2.51 -1.39 2.56 1.498
H -4.10 3.69 3.37 0.090
H -4.32 2.17 2.49 0.047
C 1.89 -2.81 4.08 -0.551
H 3.20 1.26 5.60 0.086
H -0.36 -3.50 -5.18 0.066
H 2.95 -2.32 -3.75 0.051
H 4.62 -3.61 3.81 0.057
H 0.25 -3.28 5.38 0.090
H -5.98 1.94 -1.21 0.088
C 0.27 1.87 -3.72 -0.183
H 5.10 -0.07 1.32 0.028
H -0.35 -5.02 -2.92 0.055
H 0.30 -0.58 -4.62 0.078
H -3.17 5.38 0.80 0.059
H -4.80 4.57 -0.19 0.064
H -1.65 -1.67 -5.06 0.077
C -0.12 4.42 -4.68 -0.091
H 5.46 0.01 3.04 0.071
H -3.56 4.79 -1.43 0.075
H 1.25 -5.52 -3.46 0.094
H -1.70 3.54 3.65 0.094
H -1.88 -4.00 -3.87 0.069
C -3.97 2.70 -0.95 -0.703
H -1.46 5.16 1.18 0.072
C -1.64 2.96 2.72 -0.130
N 0.38 0.70 -2.98 -0.047
H 5.09 -2.08 4.55 0.068
C 2.56 -3.24 -3.32 -0.140
C -0.21 2.87 -2.86 -0.194
H -0.64 3.11 2.33 0.043
P -2.56 2.31 0.23 1.141
C -3.00 -4.36 2.57 -0.078
C -3.56 2.18 -2.34 -0.086
H -0.24 -2.37 3.95 0.057
P 0.18 -1.95 -2.61 1.067
H -0.27 5.41 -5.07 0.103
C -4.39 4.16 -1.11 -0.087
H 0.93 1.35 -5.70 0.107
H 1.18 2.06 4.12 0.087
C 4.10 3.12 -0.01 -0.284
C -5.17 1.87 -0.48 -0.108
H -4.89 0.82 -0.38 0.072
O 5.03 4.07 -0.16 0.120
C -1.87 -4.57 1.79 -0.107
C -0.41 4.16 -3.35 -0.023
C -1.46 -2.12 1.70 -0.504
C -1.15 -3.46 1.39 -0.559
H -4.88 3.70 1.79 0.066
C -2.48 4.95 1.52 -0.086
H 2.79 -4.48 2.94 0.061
H 1.22 -4.23 -5.45 0.095
N 2.24 1.06 0.23 -0.109
H 1.89 -4.94 4.39 0.089
H -5.55 2.21 0.48 0.059
C 2.91 3.31 0.71 0.046
H -5.17 4.23 -1.87 0.090
H -2.62 5.47 2.47 0.089
C -4.08 3.23 2.38 -0.105
H 2.85 -3.32 -2.27 0.044
N -0.69 -1.12 1.21 -0.251
C 3.38 0.92 -0.44 -0.706
C 1.14 1.01 3.81 -0.162
H -3.47 -1.34 -1.89 0.098
C 5.15 -2.67 3.64 -0.137
H -3.19 -1.32 -4.27 0.098
C -1.70 -2.02 -2.90 -0.645
H -3.19 1.15 -2.30 0.053
H 1.02 -4.44 2.95 0.034
H -4.44 2.19 -2.99 0.094
H -2.80 2.80 -2.81 0.071
H -2.27 -2.01 -0.79 0.063
Br 3.60 -0.80 -1.22 0.898
C 0.70 -4.76 -2.88 -0.105
C -2.61 -1.98 2.50 -0.609
C 0.55 2.13 -5.05 -0.014
B -0.01 0.92 -1.59 -0.489
C 1.91 -4.24 3.55 -0.150
H -1.75 1.90 2.96 0.019
```

=====

Going through the records in order, we get LUMO energy values of -0.1552; 0.0253; -0.0903 Eh.
Going through the records in order, we get HOMO values of -11.8; -8.4; -9.7 eV.
Going through the records in order, we get ΔE to the lowest compared entry with this formula, charge and spin values of 0.0; 42.5; 1.8 kcal per mole.